(1)
C4H8O3Pt | ωB97M-V with the def2-TZVPD basis set

The geometry in XYZ format:
```
16
Properties=species:S:1:pos:R:3:forces:R:3:lowdin_charge:R:1
C 0.2687 -1.7804 0.4856 4.94 -2.14 2.36 0.058
H -0.5435 -1.8633 1.2199 -0.14 0.90 -1.15 0.085
H 0.9700 -2.5468 0.8546 0.04 0.14 0.96 0.048
H 0.4189 -2.1464 -0.5474 -1.27 1.61 0.13 0.088
O 1.4659 -0.4928 1.1624 -1.49 -2.04 -1.06 -0.310
C 2.3732 0.1181 0.2171 1.38 -2.28 1.04 -0.466
H 3.0660 0.7739 0.7793 -0.24 -0.47 -0.23 0.053
H 2.8835 -0.6561 -0.3950 0.02 0.48 0.30 0.053
O -0.4646 2.3572 -0.0768 -2.82 2.59 -0.41 -0.147
C -1.5784 1.9353 -0.3626 -1.23 0.14 1.39 -0.202
C -1.7921 0.4726 -0.5862 -0.42 0.16 -0.77 -0.303
O -0.5860 -0.1778 -0.7274 -6.79 -3.19 -1.67 -0.521
Pt 0.8197 0.9317 -0.5242 7.61 4.00 -0.88 1.153
H -2.4639 2.5884 -0.2684 0.22 0.04 -0.19 0.138
H -2.4267 0.3772 -1.4928 0.07 -0.08 0.22 0.135
H -2.4108 0.1091 0.2616 0.11 0.13 -0.06 0.140
```
Forces are in eV/Å.

Lowest unoccupied orbital energy (spin up / spin down) = 0.29 / -0.30 eV
Frontier orbital gap (spin up / spin down) = 0.2612 / 0.2792 Eh
Net charge = 0
E = -13656.9751 eV
HOMO level (spin up / spin down) = -6.817 / -7.899 eV
Multiplicity = 3

***

(2)
C4H8O2 | ωB97M-V with the def2-TZVPD basis set

The geometry in XYZ format:
```
14
Properties=species:S:1:pos:R:3:forces:R:3:lowdin_charge:R:1
C -1.5064 -0.4994 -0.8780 1.03 -0.11 -0.59 0.048
C -0.6614 0.4905 -0.1619 0.52 -0.01 0.63 -0.346
O -0.5228 0.5109 1.3635 -0.61 -0.09 -0.66 -0.111
C 0.8874 0.7520 1.2384 0.35 -0.17 -0.26 -0.144
C 0.8450 0.1607 -0.1799 0.48 0.25 -0.32 -0.370
O 1.0946 -1.2315 -0.1999 0.20 -0.31 0.20 -0.073
H -1.4719 -1.5332 -0.5464 0.39 0.07 -0.15 0.045
H -2.5738 -0.1961 -1.0396 1.25 -0.10 -0.68 0.069
H 0.0194 -0.5801 -2.1608 -3.21 -0.03 1.36 0.254
H -0.9813 1.5013 -0.4692 0.63 -0.25 0.09 0.141
H 1.5111 0.1742 1.9343 -0.33 0.06 0.03 0.120
H 1.1440 1.8217 1.3492 -0.14 -0.35 -0.31 0.122
H 1.4489 0.4789 -1.0571 -0.40 0.56 0.71 0.140
H 0.8547 -1.6881 0.6191 -0.17 0.48 -0.06 0.105
```
Forces are in eV/Å.

Lowest unoccupied orbital energy (spin up / spin down) = -0.37 / -0.46 eV
Frontier orbital gap (spin up / spin down) = 0.3375 / 0.3398 Eh
Net charge = 0
E = -8367.0588 eV
HOMO level (spin up / spin down) = -9.558 / -9.705 eV

***

(3)
C53H45NO6P3PtS2 | ωB97M-V with the def2-TZVPD basis set

The geometry in XYZ format:
```
111
Properties=species:S:1:pos:R:3:forces:R:3:lowdin_charge:R:1
Pt -0.6535 -0.3651 0.7642 -0.94 -0.89 0.36 1.217
O 0.9763 1.8907 1.2577 0.14 0.32 0.34 -0.446
S 1.6094 1.0371 2.2666 -0.44 0.85 -0.57 0.502
O 3.0316 1.1746 2.3322 -0.01 -0.79 0.46 -0.251
O 1.0757 -0.3783 2.0842 0.20 0.10 -0.53 -0.445
C 0.8680 1.6732 3.7387 0.06 -0.20 0.00 -0.254
C 1.6415 2.0731 4.8096 -0.03 0.07 0.02 -0.024
C 1.0475 2.8033 5.8333 0.07 -0.03 -0.04 -0.037
C -0.2905 3.1500 5.7529 -0.03 -0.01 -0.04 -0.044
C -1.0620 2.7284 4.6767 -0.02 -0.01 0.00 -0.079
C -0.4944 1.9583 3.6679 -0.06 -0.09 0.06 -0.318
P -1.5551 1.3298 2.3275 0.14 0.06 -0.38 1.093
C -2.8937 0.4189 3.1718 -0.07 0.11 -0.10 -0.329
C -3.9271 -0.1437 2.4170 -0.05 0.06 -0.03 -0.114
C -4.9318 -0.8722 3.0302 0.03 -0.01 0.01 -0.054
C -4.9174 -1.0628 4.4051 -0.03 -0.02 -0.02 -0.061
C -3.8839 -0.5327 5.1578 0.02 0.03 0.01 -0.068
C -2.8743 0.1973 4.5468 0.07 -0.05 0.03 -0.075
C -2.2586 2.8126 1.5619 0.10 -0.02 0.08 -0.334
C -1.4040 3.8904 1.3223 0.03 0.06 0.07 -0.097
C -1.8899 5.0387 0.7193 0.01 0.01 0.04 -0.072
C -3.2247 5.1208 0.3486 0.00 0.01 0.00 -0.066
C -4.0765 4.0546 0.5898 0.01 0.00 0.00 -0.053
C -3.5992 2.9035 1.1979 -0.02 -0.06 -0.05 -0.065
H 2.6994 1.8532 4.8110 0.04 -0.02 0.01 0.122
H 1.6418 3.1308 6.6749 0.02 0.00 0.01 0.117
H -0.7403 3.7556 6.5272 -0.02 0.01 0.01 0.116
H -2.1077 3.0051 4.6269 -0.02 -0.01 -0.01 0.126
H -3.9377 -0.0398 1.3417 0.02 -0.01 -0.02 0.079
H -5.7225 -1.2982 2.4281 -0.02 -0.01 -0.02 0.116
H -5.7046 -1.6284 4.8845 -0.02 -0.02 0.01 0.113
H -3.8535 -0.6890 6.2275 0.01 0.00 0.02 0.114
H -2.0637 0.5673 5.1545 0.02 0.01 0.02 0.101
H -0.3609 3.8302 1.6028 0.01 -0.02 0.00 0.104
H -1.2235 5.8728 0.5458 0.02 0.01 -0.01 0.116
H -3.6023 6.0190 -0.1212 -0.01 0.02 -0.01 0.113
H -5.1191 4.1177 0.3117 -0.03 -0.01 -0.01 0.113
H -4.2821 2.0896 1.3873 -0.01 -0.01 0.02 0.093
C -4.0600 -4.2029 -3.4109 0.03 0.00 -0.08 -0.051
O -4.4048 -4.6808 -2.1181 -0.04 0.01 0.12 -0.049
C -3.7186 -4.2076 -1.0669 -0.01 -0.02 -0.04 -0.259
C -4.1511 -4.6515 0.1953 0.10 0.10 0.11 0.016
C -3.5146 -4.1830 1.3117 -0.18 -0.06 -0.11 -0.012
C -2.4500 -3.2619 1.2470 0.18 0.01 0.20 -0.099
C -1.8525 -2.7513 2.4629 -0.18 -0.06 -0.45 -0.337
C -1.9226 -3.4865 3.7659 0.03 -0.03 0.05 0.037
O -1.2397 -1.6729 2.4934 0.09 0.43 0.12 -0.097
C -1.9908 -2.8637 -0.0295 0.06 0.27 -0.40 -0.290
O -0.9059 -2.1335 -0.3006 0.55 -0.08 0.61 -0.250
C -2.6525 -3.3321 -1.1740 -0.08 -0.08 0.17 0.064
H -4.7723 -4.6555 -4.0947 0.03 0.02 0.02 0.099
H -3.0471 -4.5140 -3.6795 -0.01 0.02 -0.01 0.094
H -4.1395 -3.1143 -3.4583 0.00 -0.01 -0.01 0.087
H -4.9849 -5.3342 0.2560 -0.03 -0.03 0.00 0.125
H -3.8768 -4.4938 2.2807 -0.02 -0.04 -0.02 0.110
H -2.6325 -4.3057 3.7804 0.02 0.01 0.00 0.076
H -2.1489 -2.7712 4.5543 0.00 -0.01 0.02 0.086
H -0.9277 -3.8921 3.9607 0.01 0.00 0.00 0.111
H -2.2969 -2.9871 -2.1298 0.08 0.03 -0.04 0.095
C 2.4237 0.5907 -0.7613 0.09 0.00 -0.21 -0.456
P 0.7551 0.0006 -1.1423 -0.17 0.55 0.03 1.032
C 0.9507 -1.5594 -2.0028 -0.17 0.07 0.04 -0.356
C 0.1263 -1.9095 -3.0725 -0.06 0.05 0.01 -0.096
C 0.2989 -3.1270 -3.7052 -0.04 0.02 0.00 -0.059
C 1.2558 -4.0193 -3.2423 0.01 -0.03 -0.04 -0.050
C 2.0414 -3.6972 -2.1475 0.03 0.05 0.04 -0.054
C 1.8930 -2.4680 -1.5270 0.03 0.00 -0.02 -0.077
C 0.0496 1.2529 -2.2207 0.08 -0.07 -0.02 -0.379
C 0.2096 1.2009 -3.6053 0.07 0.09 -0.02 -0.113
C -0.2240 2.2593 -4.3872 -0.01 -0.03 0.03 -0.058
C -0.8020 3.3718 -3.7949 -0.01 -0.01 -0.01 -0.052
C -0.9405 3.4351 -2.4157 0.01 -0.03 0.00 -0.045
C -0.5130 2.3797 -1.6286 -0.07 0.01 0.01 -0.097
P 3.3973 1.1390 -2.2813 -0.01 -0.25 0.02 1.092
C 4.0713 -0.4678 -2.8497 0.08 0.05 -0.02 -0.416
C 4.9038 -1.2660 -2.0634 0.01 0.08 0.06 -0.114
C 5.4100 -2.4544 -2.5544 -0.02 -0.06 -0.02 -0.075
C 5.0798 -2.8712 -3.8393 0.01 -0.04 0.02 -0.080
C 4.2529 -2.0916 -4.6288 -0.02 -0.01 -0.02 -0.077
C 3.7596 -0.8896 -4.1371 -0.04 0.03 0.01 -0.106
C 4.8529 1.8339 -1.4072 -0.10 0.09 0.03 -0.382
C 4.7050 2.6597 -0.2936 -0.03 -0.05 0.03 -0.094
C 5.8047 3.2865 0.2710 0.06 0.00 -0.03 -0.073
C 7.0661 3.1136 -0.2786 -0.03 0.02 0.02 -0.080
C 7.2202 2.3111 -1.3991 0.04 0.02 0.04 -0.076
C 6.1242 1.6769 -1.9593 -0.03 0.00 -0.05 -0.103
H 2.9893 -0.1082 -0.1438 -0.08 -0.04 0.01 0.065
H 2.2722 1.5024 -0.1904 0.06 -0.09 -0.14 0.002
H -0.6599 -1.2393 -3.3971 -0.01 -0.01 0.00 0.090
H -0.3227 -3.3874 -4.5518 -0.01 0.01 -0.01 0.112
H 1.3857 -4.9731 -3.7358 0.00 -0.03 0.00 0.113
H 2.7765 -4.3993 -1.7805 0.03 0.00 0.01 0.116
H 2.5091 -2.2263 -0.6720 0.02 0.00 0.03 0.114
H 0.6979 0.3597 -4.0763 -0.01 0.00 0.01 0.090
H -0.1010 2.2157 -5.4604 0.00 0.00 -0.02 0.113
H -1.1412 4.1938 -4.4110 0.00 0.01 0.00 0.113
H -1.3868 4.3017 -1.9479 -0.01 0.01 0.00 0.098
H -0.6211 2.4305 -0.5540 0.03 -0.01 -0.04 0.063
H 5.1795 -0.9378 -1.0676 0.00 0.01 0.02 0.116
H 6.0674 -3.0565 -1.9418 0.02 -0.02 0.02 0.109
H 5.4767 -3.8005 -4.2245 0.02 -0.03 -0.01 0.108
H 4.0039 -2.4074 -5.6325 -0.01 -0.01 -0.03 0.108
H 3.1367 -0.2647 -4.7665 -0.02 0.01 -0.01 0.095
H 3.7363 2.8172 0.1645 0.02 0.01 -0.03 0.089
H 5.6708 3.9106 1.1436 0.00 0.02 0.03 0.107
H 7.9233 3.6047 0.1609 0.02 0.01 0.01 0.105
H 8.1987 2.1735 -1.8385 0.02 0.00 -0.01 0.107
H 6.2663 1.0549 -2.8335 -0.01 -0.02 -0.02 0.105
S -3.4141 0.2647 -2.7862 -0.10 -0.02 -0.22 0.705
C -2.7475 0.1671 -1.3561 -0.03 -0.08 -0.09 -0.916
N -2.3148 0.1220 -0.2551 0.54 -0.22 0.55 -0.111
```
Forces are in eV/Å.

Lowest unoccupied orbital energy = -4.23 eV
Frontier orbital gap = 0.2229 Eh
Net charge = +1
E = -122244.7113 eV
HOMO level = -10.298 eV

***

The highest E belongs to which entry?
C4H8O2

***

The lowest E belongs to which entry?
C53H45NO6P3PtS2

***

Among the records above, which one has the lowest E?
C53H45NO6P3PtS2